{
  "formula": "C24H50N7O4",
  "method": "ωB97M-V with the def2-TZVPD basis set",
  "elements": ["C", "O", "H", "N", "C", "H", "H", "H", "C", "C", "H", "C", "H", "O", "H", "H", "H", "N", "C", "H", "C", "H", "H", "H", "H", "C", "H", "H", "H", "C", "C", "H", "N", "C", "H", "H", "H", "C", "H", "C", "C", "N", "H", "N", "H", "C", "H", "H", "H", "H", "C", "H", "H", "H", "H", "O", "C", "C", "H", "H", "H", "N", "H", "H", "C", "C", "H", "H", "C", "H", "H", "C", "H", "C", "H", "H", "C", "H", "O", "H", "H", "H", "H", "H", "N"],
  "coordinates": [[-5.8321, 0.2717, -2.1937], [0.4400, 0.7435, -0.3394], [8.1524, -2.2669, 4.3434], [-1.8354, 1.1888, -0.6629], [-3.0424, 4.5390, 2.2879], [-0.8852, 4.4255, 1.7697], [2.9358, -1.7716, -4.5545], [0.9962, -5.2140, 2.8956], [-1.8584, 4.1678, 1.2495], [1.3043, -0.3391, 0.0818], [0.5090, 2.9687, -1.3861], [-1.6791, 2.2900, -1.5429], [1.0601, -0.7720, 1.1107], [0.5810, -1.2447, -2.1888], [-3.6366, -0.2597, -4.1461], [1.4310, -1.0991, -5.3544], [1.3039, -2.4855, -0.5636], [2.4677, -3.7593, 3.2320], [1.4555, -1.4773, -1.0640], [0.1332, -2.4591, -3.9166], [1.1518, -4.1438, 2.7612], [9.5895, -4.8019, 2.2026], [1.0604, -3.8899, 1.7019], [2.5274, -1.4423, -1.4765], [4.2926, -4.3487, 4.0932], [9.3213, -3.9627, 2.8451], [-2.2188, 5.9812, 0.0423], [-4.8281, 2.6289, 4.1046], [3.5287, -5.5368, 3.0213], [3.3446, -4.7775, 3.7821], [2.8416, -2.4593, 3.1448], [-3.3316, 1.8659, 3.2966], [-4.8803, 1.3391, -2.5800], [1.9429, -1.2555, -4.3419], [7.6254, -5.7757, 2.1827], [-4.4933, -0.3958, -5.7558], [-6.6552, 0.6354, -1.4865], [-0.7797, 4.7836, -1.1285], [-4.7014, 3.4264, -5.8764], [7.3858, -3.0023, 4.0997], [-4.3087, 3.5653, 2.0783], [-4.2639, 2.5086, -6.0496], [0.3938, -3.5897, 3.3203], [7.9286, -4.0366, 3.2402], [-3.3163, 5.6374, 2.2656], [1.0170, -2.0701, -3.3066], [-6.3228, 2.2120, -3.9789], [2.1635, -0.2090, -3.9468], [-5.0341, 1.5403, 2.6648], [-4.2995, 3.1249, 1.0307], [-4.3444, 2.3403, 3.1070], [-4.9980, 3.3544, -3.4757], [1.6055, -2.9834, -2.9759], [-2.7938, 0.3864, -5.6255], [3.8568, -2.2760, 3.5291], [2.1537, -1.5553, 2.6937], [-4.4219, 1.7291, -5.0044], [-3.8160, 0.2671, -5.1328], [0.1575, 5.1699, -0.6255], [-3.0146, 4.5004, -0.6576], [-2.6154, 4.2734, 3.3201], [-2.7873, 2.5290, -2.4099], [-5.2505, 4.1912, 2.2241], [-0.7953, 1.2679, 1.2866], [-0.8349, 0.6947, 0.3096], [-5.2128, 2.2664, -3.6963], [-0.4079, 3.4687, -2.8823], [2.8570, -5.2360, 4.6471], [-3.6900, 1.4848, -1.9917], [-0.9871, 5.4919, -2.0044], [9.9478, -3.9828, 3.7400], [-2.0547, 4.8641, -0.1724], [-1.9004, 3.0418, 1.1145], [-0.5019, 3.3198, -1.7506], [2.3531, 0.1147, 0.1749], [-6.3105, -0.2010, -3.1204], [7.1152, -5.0453, 2.8302], [7.0105, -3.4591, 5.0186], [5.9385, -5.1647, 3.1264], [6.5545, -2.5102, 3.5888], [9.4895, -3.0290, 2.3029], [-3.5788, -0.0580, -0.4807], [-1.0297, -0.4064, 0.5664], [-5.2766, -0.5671, -1.6466], [-3.0996, 0.7201, -0.9355]],
  "lowdin_charge": [-0.03, -0.15, 0.09, 0.01, -0.19, 0.12, 0.08, 0.09, -0.20, -0.14, 0.11, -0.13, 0.10, -0.20, 0.06, 0.07, 0.12, -0.18, -0.17, 0.12, -0.04, 0.09, 0.08, 0.13, 0.05, -0.05, 0.12, 0.08, 0.09, -0.06, -0.31, 0.07, -0.14, -0.09, 0.14, 0.09, 0.11, -0.17, 0.05, -0.04, -0.26, 0.11, 0.09, -0.20, 0.11, -0.25, 0.15, 0.08, 0.07, 0.08, -0.14, 0.13, 0.12, 0.09, 0.13, -0.03, -0.34, -0.05, 0.12, 0.10, 0.11, 0.20, 0.11, 0.15, -0.12, -0.08, 0.13, 0.10, -0.24, 0.12, 0.09, -0.21, 0.07, -0.09, 0.14, 0.12, -0.31, 0.10, -0.01, 0.08, 0.09, 0.16, 0.16, 0.10, 0.15],
  "e_tot_ha": -1628.30989,
  "orbital_gap_ev": 8.68,
  "total_charge": 1,
  "lumo_energy_ev": -2.29
}


{
  "formula": "C24H51N3O11S",
  "method": "ωB97M-V with the def2-TZVPD basis set",
  "elements": ["H", "H", "H", "C", "H", "H", "C", "C", "H", "C", "H", "C", "H", "H", "C", "H", "H", "H", "H", "H", "H", "C", "C", "C", "H", "H", "H", "C", "H", "H", "O", "O", "H", "S", "C", "H", "C", "C", "H", "H", "O", "H", "O", "C", "H", "H", "H", "H", "C", "H", "H", "H", "H", "C", "C", "N", "O", "H", "O", "H", "H", "H", "C", "O", "C", "H", "C", "H", "H", "H", "C", "H", "H", "H", "H", "O", "O", "H", "N", "O", "H", "H", "C", "O", "H", "C", "H", "C", "H", "N"],
  "coordinates": [[-0.6625, 1.7502, -1.7841], [3.0583, -1.7615, 4.8024], [-0.7502, 1.1151, -4.1527], [-3.3075, 2.2772, -0.3201], [-1.0858, 0.4362, -0.5365], [1.4385, -2.9292, -0.3133], [3.6055, -4.9582, 3.4695], [-2.2258, 4.1349, -5.5561], [2.7557, 1.3194, 1.7763], [0.6439, -0.0939, -1.7214], [2.2735, 3.0215, 1.3127], [-2.2639, -1.3465, 1.7979], [0.4656, 1.5703, 0.6865], [7.8336, -0.2221, 4.2869], [-0.7371, 0.6473, -1.5844], [-1.7985, 1.0179, 2.7095], [0.3993, -1.1924, -1.6362], [-3.8725, 2.7126, 3.6028], [-2.4705, 3.7835, -4.5551], [-1.3046, -0.9838, 2.2329], [7.0065, 0.4190, 2.8485], [-1.8478, 0.0848, -2.5351], [1.5666, -0.8242, 0.3892], [-4.7851, 2.4214, 0.1995], [4.3390, 2.4820, -4.0852], [-2.6894, 1.5424, 0.2387], [3.4821, 2.1571, 0.2525], [3.6958, 1.9123, -3.4097], [3.0805, -2.1430, -0.6064], [4.0119, 3.0655, -1.8837], [-2.4884, -1.6943, -5.1200], [2.9268, 0.0583, 3.8396], [-1.5098, 3.3713, -7.1914], [-2.6765, -2.9869, 2.5285], [-3.3924, 1.7241, -1.7981], [-1.4700, 4.9220, -5.4877], [-4.9470, 2.2725, 1.7691], [1.3642, 1.5291, 0.0066], [1.9744, -4.1839, 4.1795], [-3.0612, 0.6390, 3.9149], [1.1100, -0.6885, 1.5099], [-4.3143, -0.8410, 2.4735], [-1.7188, 3.0395, -6.3120], [-3.5615, -5.3836, -0.4388], [2.5900, -2.6137, 1.0722], [4.6176, -0.9505, 4.4693], [-2.0836, -1.5283, 0.7041], [-4.0797, -6.0978, -1.1038], [-1.4908, -0.7200, -5.0042], [-2.8508, 3.2915, -0.3994], [4.6250, -4.6274, 3.2779], [2.6553, 2.2230, -3.5406], [7.6924, -2.2944, 3.2935], [-3.4647, -0.2972, 1.9899], [3.5761, -0.8020, 4.7688], [-2.4239, -4.8489, -0.8904], [-3.1539, 0.3592, -1.9814], [8.6335, -0.2820, 2.6881], [-0.5224, -0.8613, -5.6899], [-5.5487, 3.1597, 2.1152], [-3.7970, -0.0376, 0.9574], [1.1246, 0.0271, -2.7250], [2.2120, -2.2323, 0.0871], [2.8713, -3.8704, 4.0181], [-3.6064, 2.3091, 2.5857], [-1.7379, -1.0358, -2.5188], [-2.9051, 0.9065, 2.8322], [-2.8458, 3.0251, 2.1808], [-3.1287, 4.5286, -6.0296], [3.7854, 0.8517, -3.6379], [-2.9294, -4.0383, 1.0888], [-5.4144, 1.6146, -0.2709], [3.6234, -5.7910, 4.1772], [-3.3145, -1.2341, -4.8732], [-2.5583, 1.0755, -4.4551], [-3.9530, -4.9129, 0.7916], [4.0994, 2.1227, -2.0619], [-5.2116, 3.4069, -0.1069], [1.5828, 0.2041, -0.6038], [7.0839, -1.6249, 2.9637], [2.9657, -0.3739, 2.9792], [3.1485, -5.2809, 2.5303], [7.6777, -0.3564, 3.2133], [-3.6854, 2.4807, -2.6813], [1.2327, 2.3510, -0.7459], [2.5896, 2.0131, 0.9260], [-5.5980, 1.3876, 2.0030], [-1.6819, 0.5135, -4.0472], [3.5471, -0.3400, 5.7556], [-2.0384, -3.9917, 0.0985]],
  "lowdin_charge": [0.13, 0.05, 0.13, -0.10, 0.11, 0.08, -0.15, -0.15, 0.05, -0.13, 0.08, -0.45, 0.11, 0.08, -0.12, 0.10, 0.13, 0.11, 0.06, 0.06, 0.08, -0.27, -0.44, -0.17, 0.08, 0.08, 0.06, -0.15, 0.08, 0.07, 0.07, -0.14, 0.08, 0.94, -0.44, 0.08, -0.20, -0.23, 0.08, 0.12, 0.05, 0.09, -0.13, -0.16, 0.08, 0.07, 0.07, 0.14, -0.47, 0.13, 0.08, 0.07, 0.07, -0.24, -0.14, 0.03, -0.01, 0.07, 0.11, 0.11, 0.09, 0.12, 0.02, -0.14, -0.20, 0.16, -0.19, 0.11, 0.08, 0.08, -0.61, 0.12, 0.08, 0.11, 0.12, 0.03, -0.14, 0.12, -0.06, -0.14, 0.04, 0.07, -0.16, 0.13, 0.12, -0.05, 0.11, -0.02, 0.08, -0.01],
  "smiles": "CCN(CC[C@H](CC(=O)O)OC(=O)CCCCCCCSc1nnco1)C(C)=O.CO.CO.CO.CO.CO",
  "de_lowest_ev": 1.578,
  "e_tot_ha": -2334.97229,
  "orbital_gap_ev": 9.50,
  "lumo_energy_ev": 0.54
}


{
  "formula": "C24H51NO13P2S4",
  "method": "ωB97M-V with the def2-TZVPD basis set",
  "elements": ["C", "H", "C", "C", "H", "C", "H", "H", "H", "H", "H", "H", "H", "C", "H", "H", "C", "H", "H", "H", "O", "O", "H", "C", "H", "H", "H", "C", "O", "H", "H", "C", "O", "H", "C", "H", "S", "C", "H", "O", "H", "H", "H", "O", "H", "C", "H", "C", "C", "O", "S", "C", "P", "O", "H", "S", "S", "H", "C", "H", "O", "C", "C", "H", "O", "H", "H", "H", "H", "H", "O", "O", "C", "H", "H", "C", "N", "H", "H", "C", "H", "H", "H", "C", "P", "H", "C", "H", "H", "H", "O", "H", "H", "H", "C"],
  "coordinates": [[-5.8269, 3.5099, -4.0702], [3.8677, 2.1592, 0.7927], [1.6419, -2.2994, 5.9378], [2.1301, 3.1888, -4.1361], [-3.6270, -1.6728, 2.8656], [-0.4071, -0.0825, -0.0496], [-0.3298, 1.4414, 1.4482], [-0.0263, -4.0684, -1.8940], [-6.6070, 2.8109, -3.7652], [3.3487, 0.2412, 3.9435], [-1.2561, -2.0788, -1.5956], [2.1453, -2.5153, 6.8636], [-1.5737, -0.2714, 2.3851], [-4.6773, 2.7445, -4.7401], [1.4107, 2.3790, -4.2353], [-0.9974, -2.2378, -3.3180], [2.5484, 5.5963, -4.0744], [0.9351, 0.7198, -1.4998], [-3.4138, -3.0714, 3.8538], [-3.6960, 3.5680, -1.4033], [3.7275, 1.7911, 1.6871], [-1.0082, -2.8835, 3.0953], [1.2098, 1.0884, 0.7461], [0.3075, 0.6323, 1.1153], [3.0452, -5.9879, 2.1289], [0.6110, 4.6876, -4.4331], [-0.1106, -3.8191, 4.6743], [2.8937, -0.3128, 3.1342], [0.7099, -2.1595, -2.1711], [3.5485, 5.5417, -4.5073], [0.5781, -2.3012, 6.1402], [3.2849, -1.8092, 3.3309], [0.6371, -4.4189, 4.6038], [-6.0348, 4.5991, -2.1838], [0.8858, -3.5462, -2.1626], [-5.0060, 1.8239, -5.2133], [-3.5211, 2.3274, -3.4239], [-2.0546, -2.9145, 2.2165], [4.0104, -2.0870, 2.5880], [5.3255, -0.0351, 2.2008], [3.8204, -1.8906, 4.2678], [1.7192, 4.5270, -5.7951], [2.2094, -3.0501, 1.2564], [1.1495, 3.2764, -1.7025], [-0.0468, -0.0447, -3.4536], [-3.4044, -2.7296, 2.8282], [1.6415, -3.8048, -1.4348], [-4.4990, -3.4398, 2.0484], [-4.4118, 3.1560, -2.1101], [-2.2814, 3.0232, -3.6557], [3.6010, -4.7699, 1.9458], [-0.7292, -0.4520, 3.0351], [2.0772, -3.6820, 4.8078], [3.6060, 2.9075, -1.9488], [-1.7648, -1.5694, 4.4868], [2.3785, 3.5288, -2.4001], [3.5407, -0.6676, -0.0067], [-4.6818, -4.4165, 2.4655], [2.6173, 5.3039, -2.5691], [5.7186, -0.6717, 1.5965], [-1.8633, -3.1074, 1.0046], [-0.8836, -1.6820, 3.8590], [1.6537, 4.5193, -4.7091], [0.7671, -1.3309, 1.8322], [4.6106, -4.5235, 2.9296], [-6.2764, 4.2202, -4.7613], [1.2896, -4.2335, 2.1336], [-4.6174, 5.0432, -3.1335], [2.1669, 6.5988, -4.2581], [-1.4710, -0.0186, 0.1526], [1.5367, 0.0301, 3.2217], [-3.5524, 0.9072, -3.1958], [-5.2509, 4.2079, -2.8294], [1.8123, 5.7887, -2.0220], [1.2132, -3.9091, -3.1331], [0.5583, -0.3525, 2.2417], [2.1899, -2.7756, 3.3133], [3.0917, 2.8914, -4.5531], [-0.7025, 0.3735, 3.7370], [-0.1152, 0.5236, -1.4087], [-0.1591, -1.1355, -0.0255], [-0.0510, -1.7873, 4.5294], [-1.6667, 0.0266, -2.8449], [2.1899, -3.6370, 2.1645], [3.8476, 0.2424, 1.6710], [-5.0374, 2.4107, -1.6213], [-0.6198, -1.7564, -2.4188], [-5.4206, -2.8816, 2.0813], [-0.5877, 1.4965, -1.4365], [-4.1422, 3.3605, -5.4591], [3.9482, -4.7127, 0.5527], [3.5747, 5.5692, -2.1294], [1.9600, -1.3442, 5.5503], [-4.2223, -3.5627, 1.0151], [-0.6602, -0.2711, -2.5870]],
  "lowdin_charge": [-0.21, 0.08, -0.23, -0.22, 0.12, -0.18, 0.12, 0.08, 0.12, 0.13, 0.11, 0.03, 0.12, -0.22, 0.11, 0.12, -0.21, 0.08, 0.12, 0.11, -0.15, -0.05, 0.08, -0.13, 0.07, 0.12, 0.02, -0.35, -0.19, 0.12, 0.03, -0.23, -0.29, 0.11, -0.11, 0.10, 0.66, -0.42, 0.07, -0.18, 0.11, 0.11, 0.07, -0.31, 0.11, -0.15, 0.07, -0.07, -0.23, -0.32, 0.65, -0.10, 0.90, -0.34, 0.13, 0.66, 0.40, 0.07, -0.22, 0.06, 0.11, -0.18, -0.21, 0.12, -0.36, 0.11, 0.10, 0.12, 0.11, 0.11, -0.09, -0.32, -0.22, 0.10, 0.08, -0.32, -0.31, 0.11, 0.14, -0.19, 0.09, 0.06, 0.07, -0.31, 0.20, 0.11, -0.25, 0.07, 0.09, 0.10, -0.36, 0.10, 0.04, 0.07, -0.16],
  "smiles": "CCC(=O)OCC[C@@H](CCCCCOC)O[C@@H](CN(C[SH](=O)=O)P(C)O)P(O)(O)=S.O=S1(=O)CCCC1.O=S1(=O)CCCC1",
  "de_lowest_ev": 0.000,
  "e_tot_ha": -4253.41707,
  "orbital_gap_ev": 8.41,
  "lumo_energy_ev": 0.37
}